# 1
Molecular formula: C21H27Cl6N3
Method: DFT, the ωB97M-V functional and the def2-TZVPD basis

Geometry as XYZ:
```
57
Properties=species:S:1:pos:R:3:nbo_charge:R:1
Cl -9.38 -9.43 -2.27 -0.07
C -8.15 -8.21 -1.79 -0.38
C -7.30 -8.77 -0.70 -0.37
Cl -6.08 -7.53 -0.22 -0.08
H -8.69 -7.31 -1.53 0.23
H -7.58 -8.00 -2.69 0.23
H -6.75 -9.65 -1.01 0.23
H -7.89 -8.98 0.19 0.22
Cl -16.53 -1.48 -4.06 -0.06
C -15.10 -2.55 -4.03 -0.38
C -15.54 -4.00 -3.99 -0.39
Cl -14.18 -5.04 -3.54 -0.06
H -14.54 -2.29 -3.13 0.22
H -14.50 -2.33 -4.90 0.22
H -15.88 -4.30 -4.99 0.22
H -16.38 -4.16 -3.32 0.23
Cl -5.09 -7.19 -6.59 -0.08
C -6.46 -6.26 -7.29 -0.39
C -5.95 -5.47 -8.47 -0.37
Cl -7.36 -4.70 -9.26 -0.08
H -6.85 -5.61 -6.52 0.25
H -7.21 -7.00 -7.57 0.22
H -5.48 -6.09 -9.22 0.22
H -5.34 -4.66 -8.08 0.22
N -8.22 -4.80 -4.62 -0.45
C -7.93 -4.47 -3.38 0.04
C -8.83 -4.55 -2.32 -0.26
C -10.11 -4.99 -2.62 -0.18
C -10.47 -5.28 -3.93 -0.25
C -9.45 -5.26 -4.87 0.03
H -6.95 -4.04 -3.19 0.19
H -8.50 -4.25 -1.34 0.22
H -10.84 -5.08 -1.82 0.22
H -11.45 -5.65 -4.18 0.23
H -9.62 -5.43 -5.93 0.20
N -11.35 -2.36 -8.27 -0.42
C -10.22 -2.96 -7.89 0.03
C -9.24 -2.33 -7.14 -0.26
C -9.43 -0.99 -6.81 -0.17
C -10.60 -0.36 -7.21 -0.26
C -11.52 -1.10 -7.94 0.03
H -10.08 -3.97 -8.27 0.20
H -8.28 -2.79 -6.94 0.23
H -8.68 -0.47 -6.23 0.22
H -10.79 0.66 -6.91 0.22
H -12.42 -0.62 -8.30 0.19
N -7.09 -1.02 -1.60 -0.41
C -7.12 -1.92 -0.62 0.03
C -6.00 -2.56 -0.13 -0.26
C -4.76 -2.22 -0.64 -0.17
C -4.72 -1.26 -1.65 -0.26
C -5.90 -0.71 -2.11 0.03
H -8.09 -2.11 -0.17 0.19
H -6.10 -3.30 0.66 0.22
H -3.84 -2.63 -0.26 0.22
H -3.76 -0.99 -2.07 0.22
H -5.93 0.02 -2.91 0.19
```

For the HOMO energy, the calculation gives -9.5 eV. The calculation puts the frontier orbital gap at 10.1 eV. The total energy is -3741.81428 hartree. The lowest unoccupied orbital energy comes out at 0.52 eV.


# 2
Molecular formula: C21H27ClF5NORhS2
Method: DFT, the ωB97M-V functional and the def2-TZVPD basis

Geometry as XYZ:
```
59
Properties=species:S:1:pos:R:3:lowdin_spin:R:1
Rh -0.50 -1.69 1.04 2.54
F 5.83 -3.04 1.62 0.01
C 4.60 -3.09 1.13 0.03
C 4.17 -2.11 0.25 0.00
F 4.98 -1.12 -0.11 0.00
C 2.88 -2.18 -0.25 0.03
F 2.49 -1.22 -1.10 0.01
C 1.99 -3.18 0.12 0.04
S 0.34 -3.21 -0.49 0.39
C 2.46 -4.15 1.00 0.03
F 1.66 -5.14 1.37 0.01
C 3.75 -4.11 1.51 0.00
F 4.17 -5.05 2.35 0.00
C -0.57 3.53 -1.29 0.00
C -0.96 2.95 0.06 0.00
C 0.25 2.58 0.92 0.00
S 1.10 1.13 0.23 0.01
O 0.80 0.01 1.25 0.14
C 2.85 1.52 0.49 0.01
C 3.36 1.25 1.90 0.00
C 2.78 2.16 2.98 0.00
H -1.45 3.79 -1.87 0.00
H 0.02 2.82 -1.88 0.00
H 0.03 4.43 -1.17 0.00
H -1.60 2.07 -0.05 0.00
H -1.55 3.68 0.62 0.00
H -0.04 2.27 1.93 0.00
H 0.95 3.40 0.99 0.00
H 2.96 2.57 0.20 0.00
H 3.37 0.92 -0.24 0.00
H 4.44 1.36 1.85 0.00
H 3.16 0.20 2.15 0.00
H 2.90 3.21 2.72 0.00
H 3.29 1.99 3.93 0.00
H 1.72 1.96 3.15 0.00
C -3.02 -0.28 -3.69 0.00
N -2.08 -1.10 -2.87 0.00
C -0.88 -0.30 -2.50 0.01
C -2.76 -1.76 -1.68 0.01
C -3.13 -0.81 -0.58 0.05
C -4.34 -0.11 -0.67 0.01
C -4.74 0.75 0.34 0.02
C -3.94 0.89 1.47 0.01
C -2.76 0.18 1.57 0.06
C -2.32 -0.67 0.56 0.21
H -2.50 0.07 -4.57 0.00
H -3.35 0.56 -3.09 0.00
H -3.87 -0.89 -3.97 0.00
H -1.76 -1.87 -3.46 0.00
H -1.20 0.52 -1.86 0.00
H -0.42 0.08 -3.41 0.00
H -0.18 -0.94 -1.96 0.01
H -2.06 -2.51 -1.32 0.00
H -3.64 -2.26 -2.09 0.00
H -4.99 -0.27 -1.52 0.00
H -5.68 1.27 0.26 0.00
H -4.26 1.54 2.28 0.00
H -2.17 0.28 2.48 0.01
Cl -0.60 -2.86 2.99 0.39
```

For the HOMO energy (spin up / spin down), the calculation gives -10.6 / -11.8 eV. The calculation puts the frontier orbital gap (spin up / spin down) at 7.9 / 6.9 eV. The total energy is -2812.50489 hartree. The total charge is +1. As for the expectation value of S²: 6.02. The multiplicity is 5. The lowest unoccupied orbital energy (spin up / spin down) comes out at -2.67 / -4.90 eV.


# 3
Molecular formula: C21H27F4MnN5O5
Method: DFT, the ωB97M-V functional and the def2-TZVPD basis

Geometry as XYZ:
```
63
Properties=species:S:1:pos:R:3:lowdin_spin:R:1
Mn -0.02 0.25 -0.44 4.12
C -2.87 0.21 1.31 0.00
C -2.30 1.58 0.98 0.00
N -1.69 1.67 -0.38 -0.02
C -2.70 1.42 -1.45 0.00
C -3.90 2.36 -1.45 0.00
C -1.08 3.01 -0.56 0.01
C 0.28 3.06 0.12 -0.01
N 1.00 1.87 -0.30 -0.16
C 2.37 1.80 -0.11 0.01
C 3.14 1.08 -1.04 -0.03
F 2.53 0.50 -2.07 0.00
C 4.51 0.97 -0.92 0.00
F 5.18 0.28 -1.84 0.00
C 5.17 1.58 0.13 -0.05
C 4.44 2.28 1.06 0.00
F 5.04 2.86 2.09 0.01
C 3.06 2.38 0.95 -0.03
F 2.39 3.02 1.92 -0.01
H -3.17 0.19 2.36 0.00
H -2.13 -0.58 1.17 0.00
H -3.75 -0.02 0.71 0.00
H -1.51 1.83 1.69 0.00
H -3.07 2.34 1.08 0.00
H -3.03 0.39 -1.36 0.00
H -2.17 1.50 -2.39 0.00
H -4.49 2.28 -0.54 0.00
H -4.55 2.07 -2.28 0.00
H -3.61 3.40 -1.60 0.00
H -1.74 3.78 -0.16 0.00
H -0.95 3.18 -1.63 0.00
H 0.17 3.16 1.20 0.00
H 0.83 3.94 -0.23 -0.01
H 6.25 1.50 0.22 0.00
O 2.87 -3.30 3.50 0.00
C 2.54 -2.21 4.18 0.00
O 2.85 -2.05 5.33 0.00
C 1.70 -1.18 3.50 0.00
C 1.15 -0.13 4.18 0.00
N 0.43 0.58 3.29 0.00
N 0.48 0.06 2.05 0.03
C 1.26 -1.01 2.17 0.00
C 1.56 -1.77 0.91 0.01
O 2.06 -2.88 0.95 0.01
O 1.27 -1.14 -0.18 0.04
H 2.54 -3.27 2.57 0.00
H 1.25 0.15 5.22 0.00
H -0.09 1.42 3.47 0.00
C -1.46 -4.14 -3.27 0.00
N -1.73 -3.05 -2.32 0.01
C -2.94 -3.13 -1.50 0.00
C -0.89 -2.04 -2.17 0.01
C 0.40 -2.04 -2.94 0.00
O -1.16 -1.11 -1.36 0.04
H -2.28 -4.84 -3.23 0.00
H -0.54 -4.67 -3.01 0.00
H -1.38 -3.76 -4.29 0.00
H -3.81 -2.77 -2.05 0.00
H -2.83 -2.55 -0.60 0.00
H -3.11 -4.17 -1.23 0.00
H 0.24 -2.29 -3.99 0.00
H 1.07 -2.78 -2.51 0.00
H 0.88 -1.07 -2.87 0.00
```

For the HOMO energy (spin up / spin down), the calculation gives -11.4 / -11.7 eV. The calculation puts the frontier orbital gap (spin up / spin down) at 6.4 / 8.8 eV. The total energy is -3016.73711 hartree. The total charge is +1. As for the expectation value of S²: 6.30. The multiplicity is 5. The lowest unoccupied orbital energy (spin up / spin down) comes out at -4.98 / -2.88 eV.


# 4
Molecular formula: C21H27N3O3S
Method: DFT, the ωB97M-V functional and the def2-TZVPD basis

Geometry as XYZ:
```
55
Properties=species:S:1:pos:R:3:nbo_charge:R:1
O 3.10 -1.02 -2.00 -0.64
C 2.53 -0.67 -0.99 0.67
N 1.30 -0.11 -0.98 -0.63
H 0.92 0.15 -0.08 0.42
C 0.46 0.00 -2.15 -0.05
C -0.68 -1.03 -2.03 -0.40
C -1.89 -0.77 -2.93 -0.41
H -2.37 -1.73 -3.14 0.21
C -2.93 0.14 -2.28 -0.39
C -2.53 1.61 -2.20 -0.39
H -3.32 2.15 -1.67 0.20
C -1.20 1.87 -1.50 -0.40
H -1.18 1.36 -0.53 0.19
C 0.01 1.45 -2.34 -0.41
H -0.21 1.63 -3.39 0.20
H 0.86 2.08 -2.08 0.22
H -1.13 2.94 -1.30 0.21
H -2.48 2.02 -3.21 0.19
H -3.86 0.07 -2.84 0.21
H -3.13 -0.23 -1.27 0.19
H -1.57 -0.35 -3.88 0.20
H -1.02 -1.06 -0.99 0.19
H -0.26 -2.01 -2.26 0.22
H 1.10 -0.27 -3.00 0.23
C 3.17 -0.81 0.40 -0.14
N 2.30 -0.30 1.45 -0.71
S 1.63 -1.40 2.50 2.34
O 2.23 -2.70 2.31 -0.95
O 1.61 -0.86 3.82 -0.92
C -0.07 -1.54 1.92 -0.25
C -0.56 -2.77 1.61 -0.17
C -1.91 -2.93 1.26 -0.21
C -2.76 -1.86 1.27 -0.16
C -2.28 -0.57 1.59 -0.10
C -3.10 0.58 1.64 -0.13
C -2.54 1.79 1.95 -0.26
C -1.15 1.85 2.18 0.08
N -0.36 0.81 2.15 -0.43
C -0.89 -0.40 1.90 0.13
H -0.67 2.80 2.39 0.20
H -3.13 2.68 2.00 0.23
H -4.15 0.48 1.42 0.22
H -3.81 -1.97 1.03 0.22
H -2.28 -3.91 1.00 0.23
H 0.11 -3.62 1.64 0.25
C 2.83 0.94 2.00 -0.22
C 3.93 1.36 1.02 -0.42
H 4.71 1.95 1.50 0.22
H 3.51 1.93 0.20 0.21
C 4.45 0.02 0.50 -0.40
H 4.95 0.09 -0.47 0.24
H 5.13 -0.43 1.22 0.21
H 2.02 1.67 2.08 0.22
H 3.23 0.76 3.00 0.21
H 3.35 -1.88 0.56 0.26
```

For the HOMO energy, the calculation gives -9.1 eV. The calculation puts the frontier orbital gap at 8.6 eV. The total energy is -1604.63483 hartree. The lowest unoccupied orbital energy comes out at -0.53 eV.